Computed, not measured: a molecular structure, C22H46AsN4O4S2Si3W at a distorted geometry, with ωB97M-V/def2-TZVPD.

Geometry as XYZ:
```
83
C22H46AsN4O4S2Si3W | the Open Molecules 2025 dataset | ωB97M-V/def2-TZVPD
W -0.0752 -1.5166 0.1317
C 5.0395 -2.4564 -2.0234
Si 4.7697 -1.3126 -0.5725
C 5.0395 0.4294 -1.1876
C 6.1147 -1.6775 0.6873
As 2.5256 -1.5166 0.1317
Si 2.4810 -3.8138 0.5798
C 2.0510 -4.7321 -0.9889
C 1.1174 -4.1151 1.8186
C 4.0468 -4.5310 1.2896
Si 2.4810 0.1858 1.7380
C 1.1172 -0.2216 2.9460
C 4.0467 0.4124 2.7213
C 2.0511 1.8002 0.9027
H 6.0622 -2.3039 -2.4248
H 4.2948 -2.2329 -2.8146
H 4.9347 -3.5091 -1.6985
H 6.0623 0.5151 -1.6084
H 4.9349 1.1456 -0.3504
H 4.2949 0.6634 -1.9757
H 7.0990 -1.5353 0.1962
H 6.0647 -2.7133 1.0557
H 6.0647 -0.9990 1.5522
H 1.0836 -4.3554 -1.3798
H 1.9627 -5.8157 -0.7688
H 2.8382 -4.5759 -1.7516
H 0.1543 -3.7451 1.4127
H 1.3518 -3.5821 2.7621
H 1.0369 -5.2027 2.0207
H 4.8552 -4.4767 0.5369
H 3.8743 -5.5993 1.5327
H 4.3242 -3.9846 2.2143
H 1.3515 -1.1762 3.4587
H 0.1542 -0.3172 2.4051
H 1.0367 0.5899 3.6980
H 4.3240 -0.5435 3.2110
H 3.8742 1.1856 3.4977
H 4.8552 0.7688 2.0562
H 1.0839 1.6908 0.3710
H 2.8385 2.0757 0.1747
H 1.9629 2.5985 1.6678
S -2.5061 -1.5166 0.1317
C -4.1777 -1.4843 0.1432
N -4.8860 -2.5990 -0.2536
C -6.2571 -2.6648 -0.2770
C -6.9909 -1.6101 0.0984
C -6.3352 -0.3980 0.5299
C -4.9969 -0.3103 0.5611
H -4.3435 -3.4066 -0.5411
H -6.6987 -3.5983 -0.6093
H -8.0749 -1.6427 0.0868
H -6.9549 0.4411 0.8286
H -4.4875 0.5903 0.8817
C -6.4443 4.4139 -2.5633
C -5.0624 3.7841 -2.6554
S -3.8612 4.5931 -1.5429
O -3.0823 5.6423 -2.3521
O -4.6105 5.5236 -0.5759
C -2.6924 3.6008 -0.5665
C -1.2667 3.6722 -1.1148
N -0.4680 2.6333 -0.4922
C -0.5665 1.2506 -0.8018
N -0.0752 0.5348 0.1317
C 0.3727 1.3734 1.1683
C 0.1138 2.6331 0.8119
N 0.3696 3.7793 1.6242
O 0.8539 3.6482 2.7084
O 0.1163 4.8749 1.2287
C -1.1887 0.6470 -2.0285
H -7.1406 3.8775 -3.2419
H -6.3964 5.4808 -2.8654
H -6.8327 4.3380 -1.5256
H -4.6887 3.8360 -3.6995
H -5.1377 2.7147 -2.3633
H -3.0593 2.5553 -0.6390
H -2.7184 3.8914 0.5052
H -0.8289 4.6778 -0.9611
H -1.2745 3.5088 -2.2104
H 0.8072 1.0347 2.0997
H -1.5745 1.4110 -2.7283
H -2.0317 -0.0089 -1.7279
H -0.4289 0.0384 -2.5618
H -0.0752 -3.2626 0.1317
```

- Kohn-Sham gap (spin up / spin down): 3.92 / 4.58 eV
- Multiplicity: 3
- Total charge: +3
- LUMO (spin up / spin down): -11.85 / -10.98 eV

Atomic partial charges in e from the Löwdin method, atoms 1 to 5: atom 1 (W): 1.10, atom 2 (C): -0.20, atom 3 (Si): 0.30, atom 4 (C): -0.20, atom 5 (C): -0.16


Computed, not measured: 2 unconnected molecules or ions with the total composition C4H14N at a distorted geometry, with ωB97M-V/def2-TZVPD.

Geometry as XYZ:
```
19
C4H14N | the Open Molecules 2025 dataset | ωB97M-V/def2-TZVPD
C 1.7273 1.2442 -3.0575
C 0.4459 0.5295 -3.5894
H 2.5003 0.7744 -2.3558
H 1.3976 2.2389 -2.6545
H 2.3667 1.6264 -3.9016
H 0.5387 -0.1775 -4.5001
H 0.0823 -0.2798 -2.9230
H -0.2114 1.3532 -3.8357
C -0.2012 -1.6950 1.8943
N -1.1916 -0.9261 2.7122
C -1.0048 0.6168 2.7844
H 0.2116 -2.6603 2.3494
H -0.6957 -2.0597 0.8039
H 0.6661 -1.0095 1.7792
H -1.2625 -1.4442 3.6514
H -2.1978 -1.1306 2.3827
H -1.5853 0.9502 3.6595
H -1.6923 1.0817 2.0723
H 0.1062 0.9673 2.7283
```

- Kohn-Sham gap (spin up / spin down): 4.34 / 11.83 eV
- Multiplicity: 2
- Energy relative to the best compared isomer or geometry (same formula, charge and spin): 219.92 kJ/mol
- LUMO (spin up / spin down): 0.76 / 0.55 eV

Atomic partial charges in e from the Löwdin method, atoms 1 to 5: atom 1 (C): -0.19, atom 2 (C): -0.18, atom 3 (H): 0.07, atom 4 (H): 0.06, atom 5 (H): 0.06


Computed, not measured: a gas-phase ion, C4H4NO4 (charge -1) at a distorted geometry, with ωB97M-V/def2-TZVPD.

Geometry as XYZ:
```
13
C4H4NO4 | the Open Molecules 2025 dataset | ωB97M-V/def2-TZVPD
C -0.3364 -0.0096 0.8482
C -1.5714 0.1613 -0.0256
C 2.3554 -0.0064 0.4029
C 0.7690 0.2521 0.1468
N 0.4198 0.6568 -1.1671
O 2.8343 -0.5991 -0.5391
O 2.8102 0.3383 1.4702
O -1.0552 0.4759 -1.2771
O -2.6814 -0.8501 -0.0198
H -0.2393 -0.1675 1.9334
H -2.0139 1.1561 0.2192
H 0.8408 0.2394 -1.9495
H -2.1318 -1.6473 -0.0426
```

- Kohn-Sham gap: 8.22 eV
- SMILES string: O=C([O-])C1=C[C@H](O)ON1
- Energy relative to the best compared isomer or geometry (same formula, charge and spin): 241.23 kJ/mol
- Total charge: -1
- LUMO: 3.64 eV

Atomic partial charges in e from the Löwdin method, atoms 1 to 5: atom 1 (C): -0.02, atom 2 (C): -0.41, atom 3 (C): -0.74, atom 4 (C): -0.16, atom 5 (N): 0.08


Computed, not measured: a molecular structure, C15H42F3O10SSn2 at a distorted geometry, with ωB97M-V/def2-TZVPD.

Geometry as XYZ:
```
73
C15H42F3O10SSn2 | the Open Molecules 2025 dataset | ωB97M-V/def2-TZVPD
Sn 1.3126 2.1753 3.5982
Sn 2.9142 -3.1669 -1.1583
C 0.1821 1.3148 -1.1713
F -0.7537 2.1479 -0.7038
F -0.2542 0.7943 -2.2902
F 1.3094 1.9816 -1.3471
S 0.3334 -0.0584 0.1316
O 1.4122 -0.9735 -0.3176
O 0.6259 0.6825 1.3576
O -0.9705 -0.6679 0.1341
C 0.5348 -1.5797 3.5704
C -0.8271 -1.0226 3.9915
O -0.7351 0.2001 4.7315
H 1.2172 -0.9176 3.0312
H 0.2164 -2.4080 2.9309
H 1.0820 -2.0135 4.4069
H -1.1459 -1.7353 4.7583
H -1.5391 -0.9910 3.1678
H -1.5771 0.3217 5.1885
C -1.3610 -2.6522 -2.7980
C -0.3984 -2.9779 -3.9202
O 0.7878 -3.5871 -3.4048
H -0.8886 -2.2118 -1.9191
H -1.9681 -3.5316 -2.5840
H -2.0366 -1.8577 -3.1280
H -0.0272 -2.0238 -4.3007
H -0.9277 -3.5341 -4.6928
H 0.6754 -4.5476 -3.3915
C -2.0455 -4.6458 2.2549
C -2.1661 -3.3974 1.3915
O -0.9522 -3.2573 0.6763
H -1.3027 -4.5688 3.0565
H -1.5746 -5.5017 1.7644
H -3.0320 -4.9381 2.6098
H -2.3929 -2.4964 1.9739
H -3.0794 -3.5019 0.7944
H -0.8500 -2.3219 0.4091
C 2.5163 -0.0773 -5.4399
C 2.2835 -0.1401 -3.9240
O 3.1091 -1.1943 -3.3888
H 3.5041 0.3060 -5.6999
H 1.7606 0.6255 -5.7974
H 2.3579 -1.0301 -5.9409
H 1.2458 -0.4295 -3.7695
H 2.4698 0.8137 -3.4307
H 3.9722 -0.9606 -3.7627
C -4.2427 0.7194 1.1688
C -4.8139 -0.0390 -0.0344
O -3.9232 0.0068 -1.1494
H -3.1559 0.6102 1.1856
H -4.6604 0.5363 2.1612
H -4.4570 1.7924 1.1081
H -5.7805 0.3090 -0.3876
H -4.8943 -1.1012 0.2194
H -3.0701 -0.2930 -0.8259
C 0.7337 5.1688 0.5911
C -0.3083 5.2783 1.7056
O -0.5887 3.9025 2.0753
H 1.6406 4.6598 0.9332
H 1.0608 6.1841 0.3403
H 0.4311 4.7337 -0.3592
H -1.1108 5.8856 1.2937
H 0.2062 5.6745 2.5811
H -1.5513 3.8164 2.0102
C 3.9120 1.4458 0.5491
C 3.9528 2.9535 0.7588
O 3.6995 3.2942 2.1386
H 3.8580 1.1552 -0.5001
H 3.1069 0.9027 1.0511
H 4.8370 1.0074 0.9330
H 3.2618 3.4064 0.0466
H 4.9833 3.2954 0.6455
H 3.8559 4.2504 2.1122
```

- Kohn-Sham gap: 3.97 eV
- Energy relative to the best compared isomer or geometry (same formula, charge and spin): 0.00 kJ/mol
- Total charge: +3
- LUMO: -11.76 eV

Atomic partial charges in e from the Löwdin method, atoms 1 to 5: atom 1 (Sn): 1.82, atom 2 (Sn): 1.82, atom 3 (C): -0.65, atom 4 (F): 0.15, atom 5 (F): 0.18


Computed, not measured: a molecular structure, C4H9N6O at a distorted geometry, with ωB97M-V/def2-TZVPD.

Geometry as XYZ:
```
20
C4H9N6O | the Open Molecules 2025 dataset | ωB97M-V/def2-TZVPD
C 0.4428 -1.8972 0.0620
C 1.4433 -0.0332 0.9767
C -0.5807 -1.1776 -0.6040
C -0.4110 0.3415 -0.7161
N 1.3784 -1.3942 0.8053
N -1.7532 -0.7773 0.8743
N 0.5717 0.8230 0.3373
N 2.2736 0.3001 1.8800
N -0.1020 1.0197 -1.8759
N -1.7030 0.9657 -0.0785
O -2.7810 -1.2638 0.8004
H 0.7598 -2.8624 -0.3380
H -1.0242 -1.7177 -1.4407
H 0.9164 1.7185 0.0141
H 2.9669 -0.4452 2.1391
H 2.5504 1.3040 1.8944
H -0.5396 1.9051 -1.9891
H -0.3140 0.5787 -2.8280
H -1.5067 1.6102 0.6617
H -2.5880 1.0020 -0.5750
```

- Kohn-Sham gap (spin up / spin down): 7.90 / 7.90 eV
- Energy relative to the best compared isomer or geometry (same formula, charge and spin): 91.00 kJ/mol
- Total charge: +1
- LUMO (spin up / spin down): -4.53 / -4.54 eV

Atomic partial charges in e from the Löwdin method, atoms 1 to 5: atom 1 (C): -0.11, atom 2 (C): -0.40, atom 3 (C): -0.09, atom 4 (C): -0.49, atom 5 (N): 0.12


Computed, not measured: C6H13N in the gas phase at a distorted geometry, with ωB97M-V/def2-TZVPD.

Geometry as XYZ:
```
20
C6H13N | the Open Molecules 2025 dataset | ωB97M-V/def2-TZVPD
C 1.2209 0.3866 -0.2960
C 0.2260 1.4042 0.3125
C -0.1072 1.1306 1.7424
C 0.1168 2.0143 2.7097
C 0.5334 -0.6456 -1.1901
N -0.6492 -1.2428 -0.5864
C -1.1064 -2.3983 -1.3631
H 1.7931 -0.1224 0.4801
H 1.9339 0.9426 -0.9080
H 0.6364 2.4149 0.2556
H -0.6470 1.4448 -0.3460
H -0.4437 0.1267 1.9836
H -0.3659 1.8547 3.6670
H 0.5492 2.9700 2.4473
H 0.3536 -0.1650 -2.1680
H 1.2460 -1.4387 -1.4335
H -1.4005 -0.5653 -0.6653
H -0.9804 -2.2763 -2.4408
H -2.1896 -2.4920 -1.2197
H -0.7195 -3.3431 -0.9815
```

- Kohn-Sham gap: 10.25 eV
- SMILES string: C=CCCCNC
- Energy relative to the best compared isomer or geometry (same formula, charge and spin): 111.86 kJ/mol
- LUMO: 1.13 eV

Atomic partial charges in e from the Löwdin method, atoms 1 to 5: atom 1 (C): -0.19, atom 2 (C): -0.22, atom 3 (C): -0.20, atom 4 (C): -0.01, atom 5 (C): -0.28